1.
C13H22N5O4 | wB97M-V/def2-TZVPD

Atoms and positions in Å:
O  -0.2775  2.2800  -1.3727
O  -0.9499  -2.3947  -0.5067
O  -0.4159  1.2058  2.0237
O  2.1579  0.1898  -0.3771
N  2.3429  -2.6602  2.2768
N  -0.6893  -0.2274  -0.5512
N  -2.4034  0.1832  1.7037
N  -0.0659  1.6738  -3.5463
N  1.0530  -0.9127  2.6826
C  -2.3951  2.5088  2.3538
C  2.3269  -1.3198  2.5258
C  -1.1819  -1.3083  0.0006
C  0.2315  -2.0112  2.5116
C  1.5683  -0.4402  -1.5032
C  -2.0221  -1.1964  1.3014
C  2.4574  -0.2291  -2.6958
C  -0.0712  1.4270  -2.2334
C  -1.6241  1.2680  1.9905
C  -0.2758  3.0065  -4.1112
C  1.0401  -3.0909  2.1872
C  -1.2997  -2.0077  2.4649
C  0.0975  -0.0581  -1.7649
H  -3.3771  0.3433  1.7281
H  -0.9287  0.6512  -0.1350
H  0.1872  3.0362  -5.0927
H  0.1427  0.8763  -4.1308
H  -2.9105  2.3703  3.3167
H  -3.1131  2.6295  1.5163
H  0.7034  -4.1117  1.9311
H  -1.6053  -3.0740  2.2995
H  1.5610  -1.4935  -1.3083
H  3.4326  -0.6896  -2.4534
H  3.1628  -3.2402  2.0670
H  2.0148  -0.7814  -3.4992
H  2.5678  0.8233  -2.8525
H  -0.2279  -0.6250  -2.6133
H  3.1508  -0.6415  2.5153
H  -1.6689  -1.6732  3.4467
H  0.7056  0.0425  2.6954
H  0.2466  3.7516  -3.4974
H  -1.6680  3.3221  2.3276
H  2.3208  1.1310  -0.5334
H  -1.3585  3.1904  -4.1885
H  -2.9418  -1.7241  1.1006

Kohn-Sham gap ... 9.99 eV
DFT total energy ... -1083.16254 a.u.
E_HOMO ... -12.2 eV
Lowest unoccupied orbital energy ... -2.2407 eV
Multiplicity ... 1
Relative energy (zero: lowest compared OMol25 entry of this formula, charge and spin) ... 0.0000 eV
SMILES ... CNC(=O)[C@H](NC(=O)[C@@H](Cc1c[nH]c[nH+]1)NC(C)=O)[C@@H](C)O
Net charge ... +1

2.
C4H5N3 | wB97M-V/def2-TZVPD

Atoms and positions in Å:
N  0.4814  1.7289  -0.8405
N  1.5753  0.9682  -1.6435
N  -1.9824  -2.2935  -0.1268
C  -0.4464  0.0657  1.9404
C  -1.2015  -1.6184  0.3668
C  0.2525  0.7611  -1.6213
C  -0.2102  -0.8453  0.9666
H  -0.1683  -0.1611  -1.8215
H  1.8762  1.4758  -2.4565
H  0.4476  0.5316  2.3088
H  0.8291  -0.9776  0.5819
H  -1.4534  0.3646  2.3455

Kohn-Sham gap ... 9.59 eV
DFT total energy ... -319.50149 a.u.
E_HOMO ... -9.6 eV
Lowest unoccupied orbital energy ... 0.0184 eV
Multiplicity ... 1
Relative energy (zero: lowest compared OMol25 entry of this formula, charge and spin) ... 5.7340 eV
SMILES ... C1=NN1.C=CC#N

3.
CH4ClFOP | wB97M-V/def2-TZVPD

Atoms and positions in Å:
Cl  2.3708  0.7118  0.0981
P  0.4938  -0.2568  0.0112
F  0.6006  -1.4100  1.0721
O  0.2917  -0.9752  -1.3366
C  -0.9423  0.7450  0.3956
H  0.8945  -1.6624  -1.6594
H  -0.9557  1.6289  -0.2407
H  -0.9051  1.0583  1.4401
H  -1.8482  0.1604  0.2196

Kohn-Sham gap ... 12.66 eV
DFT total energy ... -1016.96464 a.u.
E_HOMO ... -17.5 eV
Lowest unoccupied orbital energy ... -4.8243 eV
Multiplicity ... 1
Relative energy (zero: lowest compared OMol25 entry of this formula, charge and spin) ... 0.0000 eV
Net charge ... +1

4.
C7H11B | wB97M-V/def2-TZVPD

Atoms and positions in Å:
C  0.3836  0.2256  -0.7187
C  -0.4088  1.3178  -0.1238
C  -1.7940  1.2803  2.2054
C  0.7097  -2.3425  -0.3766
C  -0.7983  -0.7452  0.9915
C  1.5335  0.6373  -1.6609
C  0.2004  -0.9475  -0.0211
B  -1.0694  0.7136  1.1109
H  -2.0817  0.6890  3.0229
H  0.7959  -2.7991  0.6275
H  -0.0559  -2.9148  -0.9131
H  0.0266  2.3170  -0.2249
H  2.2232  -0.0275  -2.2888
H  -1.3382  -1.5993  1.2830
H  -1.9241  2.3405  2.2768
H  1.6168  -2.2304  -1.0091
H  -1.3732  1.5206  -0.8033
H  2.2470  1.2803  -1.0352
H  1.1069  1.2843  -2.3424

Kohn-Sham gap (spin up / spin down) ... 8.04 / 7.02 eV
DFT total energy ... -298.05330 a.u.
E_HOMO (spin up / spin down) ... -8.6 / -7.7 eV
Lowest unoccupied orbital energy (spin up / spin down) ... -0.5312 / -0.6790 eV
Multiplicity ... 1
Relative energy (zero: lowest compared OMol25 entry of this formula, charge and spin) ... 0.8185 eV